Molecular formula: C4H12N3
Method: DFT, ωB97M-V/def2-TZVPD

```
19
Properties=species:S:1:pos:R:3:forces:R:3
C -0.027 1.624 -0.162 -0.46 -1.49 0.10
C -0.627 0.416 -0.093 1.25 0.49 2.32
H -0.549 2.670 1.446 0.01 0.33 0.07
H 2.424 -2.896 -0.386 -0.29 0.12 0.39
H 2.163 -0.609 -0.380 0.27 -0.14 -0.04
H -2.598 -0.164 0.035 -0.03 -0.05 0.23
H -0.598 -1.668 0.278 0.24 -0.29 -0.43
C 1.301 -1.201 -0.685 -0.79 0.63 -0.50
H 1.663 -2.904 -1.754 -0.41 0.15 0.03
H 0.979 -0.817 -1.662 0.27 -0.09 0.02
H -1.979 0.113 1.545 0.14 0.07 -0.01
H -2.322 1.399 0.514 0.02 0.10 0.19
N -0.626 2.731 0.440 0.04 0.06 -0.79
H 0.978 1.540 -0.567 0.03 0.85 -0.08
N -1.967 0.437 0.575 -0.43 -0.11 -0.97
C 0.138 -0.858 0.259 -0.95 -0.57 -0.59
H 0.470 -0.822 1.300 0.09 0.36 0.07
N 1.527 -2.626 -0.785 0.89 -0.47 -0.16
H -0.354 3.635 0.083 0.11 0.05 0.16
```
Forces are in eV/Å.

Computed properties:
Net charge: +1
LUMO, Ha: -0.129
Structure (SMILES): N/C=C(\[NH3+])CCN
Energy above the lowest of the compared OMol25 structures with the same formula, charge and spin, kJ/mol: 238.72

Results of the natural (NBO) charge analysis, in e, for atoms 1 through 6: number 1, C, carries 0.046; number 2, C, carries 0.075; number 3, H, carries 0.395; number 4, H, carries 0.371; number 5, H, carries 0.188; number 6, H, carries 0.444

Molecular formula: C4H12N3
Method: DFT, ωB97M-V/def2-TZVPD

```
19
Properties=species:S:1:pos:R:3:forces:R:3
N 0.261 0.115 0.423 -1.80 1.81 -0.30
H 0.294 2.663 -0.104 1.58 1.10 0.19
C -0.270 0.842 -0.925 2.25 -0.76 2.31
C 0.741 -1.211 0.430 1.30 -0.45 -1.13
H -0.860 -1.001 1.694 -0.52 0.00 2.70
H -1.147 2.875 -1.190 0.40 0.34 -0.45
H 1.272 -1.204 2.439 -0.01 -0.25 1.04
H -1.311 -0.818 -0.533 0.23 -0.56 0.03
H -1.042 -0.626 -2.356 -0.48 1.13 2.18
C -0.617 2.301 -0.447 -2.78 -2.58 0.43
H 0.899 -1.623 -0.590 0.01 -0.29 0.83
H 2.521 -0.687 1.347 0.22 0.39 0.15
H -2.258 0.131 -1.451 -0.23 0.88 -0.34
C 1.764 -1.438 1.526 -1.40 3.14 -1.59
N -0.635 -1.034 0.760 0.42 0.71 -2.87
H -1.296 2.315 0.466 0.74 -0.48 -1.08
H 0.712 0.843 -1.508 -1.84 -0.05 0.03
N -1.285 -0.137 -1.415 0.63 -0.54 -2.37
H 2.256 -2.307 1.434 1.29 -3.53 0.22
```
Forces are in eV/Å.

Computed properties:
Net charge: +1
LUMO, Ha: -0.120
Structure (SMILES): C[C@H]([NH3+])N1N[C@@H]1C
Energy above the lowest of the compared OMol25 structures with the same formula, charge and spin, kJ/mol: 398.33

Results of the natural (NBO) charge analysis, in e, for atoms 1 through 6: number 1, N, carries -0.265; number 2, H, carries 0.251; number 3, C, carries 0.088; number 4, C, carries 0.095; number 5, H, carries 0.397; number 6, H, carries 0.239

Molecular formula: C4H12N3
Method: DFT, ωB97M-V/def2-TZVPD

```
19
Properties=species:S:1:pos:R:3:forces:R:3
H -1.529 1.981 -0.730 0.43 1.58 0.91
N 0.005 -1.297 -0.436 1.51 3.66 0.84
C 1.044 -0.288 0.465 -2.80 0.58 -2.85
H -2.243 0.508 1.258 1.23 -1.54 -2.13
H 2.408 1.060 -0.309 0.96 1.31 0.39
C -1.446 0.211 0.415 1.78 4.09 3.35
H 1.375 0.518 -1.506 -0.50 0.21 -0.77
C 0.064 0.607 1.214 -2.52 -2.13 -1.56
H -0.218 0.450 2.284 1.24 -0.09 -0.86
H 1.513 -0.888 1.105 2.03 -2.83 2.41
N -1.461 1.005 -0.782 -1.28 -1.86 -1.35
H 0.448 -2.183 -0.380 -0.37 -1.37 -0.55
H -1.432 -1.842 0.686 -0.73 0.45 0.26
H 0.390 1.567 0.964 -0.23 1.93 0.12
C 1.944 0.188 -0.668 0.24 0.00 0.93
H -2.336 0.773 -1.266 0.40 -0.19 -0.20
H 2.762 -0.474 -0.993 -0.63 -0.14 0.35
N -1.294 -1.115 -0.010 -1.44 -3.01 1.41
H 0.005 -0.780 -1.310 0.67 -0.67 -0.70
```
Forces are in eV/Å.

Computed properties:
Net charge: +1
LUMO, Ha: -0.115
Structure (SMILES): C[C@H]1C[C@@H](N)N[NH2+]1
Energy above the lowest of the compared OMol25 structures with the same formula, charge and spin, kJ/mol: 358.29

Results of the natural (NBO) charge analysis, in e, for atoms 1 through 6: number 1, H, carries 0.393; number 2, N, carries -0.390; number 3, C, carries 0.000; number 4, H, carries 0.235; number 5, H, carries 0.251; number 6, C, carries 0.116

no.,M (g mol⁻¹)
1,102.16
2,102.16
3,102.16